[1]
DFT (ωB97M-V/def2-TZVPD) results for a cluster of 10 separate species, C66H141F24N6P7 in total.

Last column: Löwdin charge in e.
CARTESIAN COORDINATES (ANGSTROEM)
C (-0.6280, 0.2784, -6.1072)  -0.056
C (-0.6313, -0.4695, -7.4623)  -0.131
N (-0.4620, -1.9193, -7.2554)  -0.051
C (0.4966, -2.7408, -7.7824)  0.000
C (0.1453, -4.0296, -7.4723)  0.027
N (-0.9685, -3.9383, -6.6545)  -0.067
C (-1.2622, -2.6474, -6.4834)  -0.021
C (-1.6285, -5.0692, -5.9968)  0.036
H (-1.3456, -0.2799, -5.5086)  0.068
H (-1.0275, 1.2828, -6.2341)  0.079
H (0.3665, 0.3572, -5.6790)  0.073
H (0.2192, -0.1611, -8.0669)  0.124
H (-1.5483, -0.2874, -8.0160)  0.132
H (1.2885, -2.3649, -8.4060)  0.135
H (0.5949, -4.9842, -7.6814)  0.144
H (-2.1891, -2.3636, -6.0126)  0.171
H (-2.2279, -4.7009, -5.1649)  0.071
H (-1.0265, -5.8642, -5.5648)  0.106
H (-2.3351, -5.3765, -6.7679)  0.111
C (1.0913, -0.6806, -3.0080)  -0.050
C (1.5681, -1.0265, -1.5884)  -0.152
N (0.4588, -1.0098, -0.6397)  -0.029
C (-0.6620, -1.8141, -0.6761)  0.004
C (-1.5341, -1.3556, 0.2473)  0.014
N (-0.8992, -0.3199, 0.8983)  -0.053
C (0.3079, -0.1256, 0.3685)  -0.004
C (-1.3136, 0.2952, 2.1716)  0.028
H (0.6870, 0.3300, -2.9585)  0.072
H (0.3619, -1.3737, -3.4274)  0.058
H (1.9831, -0.7323, -3.6355)  0.068
H (2.2570, -0.2271, -1.3101)  0.104
H (2.1547, -1.9330, -1.4473)  0.115
H (-0.6415, -2.5535, -1.4609)  0.105
H (-2.5364, -1.6258, 0.5379)  0.108
H (1.0370, 0.6032, 0.6900)  0.144
H (-0.3711, 0.5248, 2.6596)  0.071
H (-1.8612, -0.4048, 2.7956)  0.093
H (-1.9073, 1.1768, 1.9544)  0.078
C (3.9339, -3.2231, -4.7348)  -0.053
C (4.3327, -2.1600, -5.7718)  -0.174
N (5.6131, -1.5689, -5.4806)  -0.035
C (6.8229, -2.2268, -5.5757)  -0.007
C (7.7886, -1.3855, -5.2206)  0.000
N (7.1852, -0.1999, -4.8735)  -0.066
C (5.8687, -0.3148, -5.0782)  -0.005
C (7.7942, 1.0402, -4.3974)  0.019
H (2.8818, -3.5055, -4.7794)  0.058
H (4.1709, -2.9403, -3.7082)  0.084
H (4.4751, -4.1530, -4.9227)  0.084
H (3.5479, -1.4074, -5.8274)  0.111
H (4.3762, -2.6944, -6.7220)  0.124
H (6.8861, -3.2197, -5.9873)  0.145
H (8.8384, -1.5686, -5.0712)  0.145
H (5.1743, 0.5061, -5.0501)  0.166
H (7.6659, 1.8316, -5.1393)  0.102
H (8.8449, 0.8839, -4.1844)  0.107
H (7.2716, 1.4673, -3.5420)  0.081
C (-2.2191, -3.4235, 4.1926)  -0.087
C (-2.4593, -4.9318, 4.0445)  -0.247
C (-2.8480, -5.3914, 2.6250)  -0.241
C (-4.3675, -5.3696, 2.3540)  -0.235
P (-4.8690, -6.1401, 0.7329)  1.040
C (-4.4434, -4.9181, -0.5763)  -0.237
C (-4.3988, -5.5633, -1.9620)  -0.248
C (-4.0609, -4.5054, -2.9909)  -0.275
C (-5.0693, -3.4090, -3.3767)  -0.082
C (-3.8904, -7.6455, 0.5232)  -0.274
C (-4.3385, -8.7572, 1.4791)  -0.248
C (-3.5338, -10.0315, 1.2182)  -0.249
C (-4.1897, -11.2520, 1.9247)  -0.089
C (-6.6284, -6.4822, 0.7993)  -0.266
C (-7.5888, -5.4259, 1.3914)  -0.231
C (-8.9932, -5.9683, 1.6321)  -0.254
C (-9.1616, -6.7029, 2.9769)  -0.098
H (-1.2151, -3.1048, 3.9057)  0.051
H (-2.3623, -3.2015, 5.2502)  0.078
H (-2.8778, -2.8264, 3.5576)  0.060
H (-3.1574, -5.3830, 4.7542)  0.110
H (-1.5360, -5.4344, 4.3494)  0.105
H (-2.5487, -6.4455, 2.6553)  0.093
H (-2.2263, -4.8906, 1.8830)  0.112
H (-4.6047, -4.3076, 2.2414)  0.081
H (-4.9963, -5.8772, 3.0832)  0.099
H (-3.4460, -4.5631, -0.3032)  0.098
H (-5.1338, -4.0731, -0.5824)  0.097
H (-5.3530, -6.0556, -2.1765)  0.116
H (-3.6302, -6.3368, -1.9996)  0.106
H (-3.9516, -5.0690, -3.9257)  0.092
H (-3.1319, -4.0050, -2.7051)  0.105
H (-6.0403, -3.8305, -3.6407)  0.081
H (-4.6227, -2.8163, -4.1708)  0.059
H (-5.2935, -2.7880, -2.5045)  0.068
H (-2.8519, -7.3038, 0.5180)  0.110
H (-4.0310, -7.9652, -0.5155)  0.096
H (-5.4186, -8.8674, 1.4698)  0.098
H (-4.0822, -8.4634, 2.5039)  0.115
H (-2.4928, -9.9507, 1.5308)  0.112
H (-3.4528, -10.2000, 0.1400)  0.106
H (-4.6779, -10.8385, 2.8057)  0.069
H (-3.4165, -11.9678, 2.2040)  0.071
H (-4.8671, -11.8417, 1.3101)  0.073
H (-6.9451, -7.4596, 1.1602)  0.090
H (-6.8735, -6.5289, -0.2734)  0.100
H (-7.5804, -4.5031, 0.8084)  0.111
H (-7.1670, -5.0891, 2.3445)  0.103
H (-9.3672, -6.5759, 0.8045)  0.109
H (-9.6853, -5.1247, 1.6602)  0.111
H (-10.1771, -7.0719, 3.0967)  0.074
H (-8.9838, -5.9942, 3.7897)  0.076
H (-8.4159, -7.4828, 3.1447)  0.065
C (7.5597, 0.2937, 6.7509)  -0.112
C (8.5078, 0.1785, 5.5556)  -0.237
C (7.8487, 0.5697, 4.2146)  -0.231
C (6.5305, -0.0927, 3.8133)  -0.238
P (5.0843, 1.0009, 3.8735)  1.030
C (4.5447, 1.4448, 5.5163)  -0.280
C (3.1424, 2.1225, 5.5798)  -0.231
C (2.4277, 1.7551, 6.8598)  -0.241
C (3.2589, 2.1085, 8.1326)  -0.097
C (5.3188, 2.5492, 2.9411)  -0.252
C (5.9078, 3.8127, 3.5864)  -0.232
C (6.3241, 4.8391, 2.5155)  -0.263
C (6.5124, 6.1872, 3.1555)  -0.125
C (3.6673, 0.2130, 3.0186)  -0.253
C (3.1346, -0.9839, 3.7817)  -0.232
C (2.1496, -1.8613, 3.0259)  -0.242
C (1.9426, -3.2093, 3.7272)  -0.110
H (6.8051, -0.4964, 6.6841)  0.065
H (7.1601, 1.2988, 6.8756)  0.068
H (8.0527, 0.0099, 7.6840)  0.078
H (8.7616, -0.8685, 5.3748)  0.112
H (9.3686, 0.7999, 5.7922)  0.112
H (8.6251, 0.3391, 3.4822)  0.115
H (7.8122, 1.6639, 4.1935)  0.090
H (6.1961, -0.8579, 4.5268)  0.087
H (6.5653, -0.5957, 2.8474)  0.094
H (5.2156, 2.1180, 6.0525)  0.090
H (4.6261, 0.5286, 6.1136)  0.091
H (2.5154, 1.9117, 4.7087)  0.080
H (3.3190, 3.1901, 5.4263)  0.114
H (2.3040, 0.6739, 6.9658)  0.104
H (1.4745, 2.2678, 6.9713)  0.113
H (2.5799, 2.0026, 8.9735)  0.075
H (3.5885, 3.1500, 8.0470)  0.077
H (4.2070, 1.5779, 8.2031)  0.060
H (4.3027, 2.8516, 2.6648)  0.076
H (5.8109, 2.2620, 2.0061)  0.102
H (6.8076, 3.5822, 4.1595)  0.097
H (5.1385, 4.2309, 4.2362)  0.106
H (5.6655, 4.9207, 1.6493)  0.115
H (7.3078, 4.5479, 2.1366)  0.113
H (6.9291, 6.8883, 2.4268)  0.075
H (7.2867, 6.1363, 3.9279)  0.078
H (5.6282, 6.6369, 3.6072)  0.077
H (4.1216, 0.0303, 2.0362)  0.085
H (2.9162, 0.9893, 2.8579)  0.073
H (2.7034, -0.5322, 4.6814)  0.109
H (3.9664, -1.5881, 4.1607)  0.108
H (2.3898, -2.1012, 1.9881)  0.112
H (1.1607, -1.3907, 3.0200)  0.091
H (1.4547, -3.0641, 4.6959)  0.075
H (2.8813, -3.7232, 3.9439)  0.075
H (1.3083, -3.9069, 3.1796)  0.068
C (0.9032, 9.9782, 1.1023)  -0.100
C (1.1319, 9.2442, -0.2238)  -0.239
C (-0.1844, 8.7498, -0.8662)  -0.242
C (-0.9376, 7.6725, -0.0729)  -0.252
P (-2.3763, 6.9239, -0.9127)  1.016
C (-1.6908, 5.9449, -2.2679)  -0.252
C (-0.8556, 4.7969, -1.6578)  -0.255
C (-0.3852, 3.7132, -2.6020)  -0.228
C (-1.5617, 2.9503, -3.2353)  -0.093
C (-3.5406, 8.2282, -1.4518)  -0.235
C (-3.1427, 8.8590, -2.7927)  -0.273
C (-3.9794, 10.0514, -3.2345)  -0.262
C (-3.2860, 10.8686, -4.3189)  -0.104
C (-3.1830, 5.8470, 0.2654)  -0.264
C (-4.1487, 4.8146, -0.3834)  -0.231
C (-5.0495, 4.0353, 0.5942)  -0.238
C (-4.2856, 3.4110, 1.7578)  -0.109
H (1.8446, 10.3480, 1.5035)  0.075
H (0.5122, 9.2801, 1.8492)  0.068
H (0.1480, 10.7642, 1.0759)  0.077
H (1.8123, 8.4011, -0.1081)  0.111
H (1.5611, 9.9219, -0.9628)  0.107
H (0.0945, 8.2594, -1.8038)  0.102
H (-0.8254, 9.6073, -1.0652)  0.103
H (-1.3167, 8.0759, 0.8712)  0.106
H (-0.3428, 6.7921, 0.1833)  0.077
H (-1.1380, 6.5896, -2.9521)  0.100
H (-2.5447, 5.5530, -2.8277)  0.087
H (-1.3829, 4.3313, -0.8208)  0.087
H (-0.0356, 5.2922, -1.1348)  0.091
H (0.1694, 2.9613, -2.0376)  0.100
H (0.2387, 4.1487, -3.3849)  0.114
H (-2.2028, 3.6710, -3.7539)  0.064
H (-2.1777, 2.4476, -2.4891)  0.079
H (-1.2902, 2.2491, -4.0238)  0.040
H (-3.4391, 8.9632, -0.6489)  0.105
H (-4.5635, 7.8553, -1.5056)  0.103
H (-3.0843, 8.1122, -3.5888)  0.113
H (-2.1121, 9.2249, -2.7256)  0.089
H (-4.2252, 10.7178, -2.4057)  0.114
H (-4.9153, 9.6571, -3.6414)  0.113
H (-2.6523, 10.2070, -4.9170)  0.073
H (-2.6021, 11.5908, -3.8676)  0.077
H (-3.9499, 11.4106, -4.9872)  0.076
H (-3.8041, 6.4806, 0.9072)  0.115
H (-2.4746, 5.3748, 0.9497)  0.094
H (-3.6889, 4.1225, -1.0923)  0.094
H (-4.8333, 5.3866, -1.0228)  0.100
H (-5.6643, 3.2654, 0.1312)  0.111
H (-5.7466, 4.7362, 1.0648)  0.111
H (-3.6564, 2.5785, 1.4519)  0.055
H (-5.0654, 2.9566, 2.3856)  0.080
H (-3.9383, 4.1072, 2.5242)  0.080
P (5.6100, 0.2095, -1.0995)  0.184
F (6.1400, -0.2522, 0.3462)  -0.153
F (6.4637, 1.5688, -0.9103)  -0.155
F (6.8799, -0.4187, -1.9260)  -0.176
F (5.0121, 0.7614, -2.5182)  -0.190
F (4.8995, -1.2307, -1.3760)  -0.174
F (4.2461, 0.7455, -0.3886)  -0.174
P (0.8582, -5.3274, -2.4183)  0.156
F (1.7125, -6.5875, -1.9151)  -0.142
F (-0.2808, -6.3455, -3.0506)  -0.202
F (0.0324, -5.3325, -1.0075)  -0.188
F (-0.0027, -4.0729, -2.9230)  -0.185
F (1.9314, -4.3365, -1.7292)  -0.156
F (1.6017, -5.4136, -3.8709)  -0.182
P (-5.5235, -0.7114, 1.2745)  0.155
F (-6.1956, -0.9508, 2.7461)  -0.178
F (-6.4580, 0.6210, 1.1895)  -0.170
F (-4.3524, 0.0906, 2.0479)  -0.169
F (-4.9273, -0.3630, -0.1803)  -0.162
F (-4.6240, -2.0580, 1.4399)  -0.196
F (-6.6991, -1.6034, 0.6058)  -0.172
P (0.9805, 3.6658, 1.8844)  0.204
F (0.3132, 4.4770, 3.1353)  -0.168
F (-0.5131, 3.3411, 1.2948)  -0.167
F (1.1033, 5.0284, 1.0223)  -0.151
F (1.6911, 2.7941, 0.7450)  -0.148
F (2.4164, 3.9581, 2.6207)  -0.180
F (0.9202, 2.3253, 2.8324)  -0.198

Atoms 1-2, force components in eV/Å:
C -0.652 -0.420 -1.075
C 0.904 0.540 0.539

* electronic energy: -209927.0550 eV
* total charge: +2
* E_HOMO: -13.19 eV

---

[2]
DFT (ωB97M-V/def2-TZVPD) results for an isolated molecule of C4H4N2O.

Last column: Löwdin charge in e.
CARTESIAN COORDINATES (ANGSTROEM)
C (1.7327, -0.3309, -0.0474)  -0.182
C (0.5613, -0.2369, 0.6688)  -0.329
C (-0.3938, 0.8316, 0.1629)  -0.120
C (-1.2776, 0.0271, -0.7252)  -0.097
H (0.9280, -0.4024, 1.7459)  0.189
H (0.0398, 1.7910, -0.2558)  0.150
H (-0.9141, 1.2039, 1.0261)  0.110
H (-1.9676, 0.3324, -1.6037)  0.145
N (2.6178, -0.4582, -0.8440)  0.188
N (-1.0546, -1.3017, -0.6461)  0.079
O (-0.2719, -1.4559, 0.5184)  -0.132

Atoms 1-2, force components in eV/Å:
C 6.499 -1.104 -6.629
C -2.166 -1.793 3.152

* electronic energy: -9236.8552 eV
* structure (SMILES): N#C[C@H]1CC=NO1
* total charge: 0
* E_HOMO: -10.13 eV
* relative energy (zero: lowest compared OMol25 entry of this formula, charge and spin): 83.77 kcal/mol